{"formula": "C11H19N2OS", "method": "wB97M-V/def2-TZVPD", "homo_ha": -0.4329, "smiles": "C[C@@H]1S[C@@H]1/N=C(/[C@@H](C)O)[N@@H+]1CC=CCC1", "largest_force_ha_per_bohr": 0.09496, "lumo_energy_ev": -3.55, "charge": 1, "total_energy_ev": -27566.8973, "spin_multiplicity": 1, "elements": ["C", "C", "S", "C", "N", "C", "C", "C", "O", "N", "C", "C", "C", "C", "C", "H", "H", "H", "H", "H", "H", "H", "H", "H", "H", "H", "H", "H", "H", "H", "H", "H", "H", "H"], "coordinates": [[1.468276, 3.689902, -0.336038], [1.649984, 2.824039, 0.939143], [3.370993, 2.400107, 1.370945], [1.671005, 1.370899, 0.919164], [1.288394, 0.688961, -0.261985], [0.346313, -0.083036, -0.643526], [0.047482, -0.329946, -2.141243], [1.277183, -0.324040, -2.984244], [-0.770948, -1.510472, -2.233235], [-0.584424, -0.878726, 0.272729], [-1.654933, 0.033384, 0.905917], [-2.672789, -0.939307, 1.613509], [-2.399649, -2.188401, 1.942552], [-1.099140, -2.942900, 1.655641], [-0.025917, -1.739146, 1.396381], [2.328468, 3.594402, -1.037190], [1.621408, 4.800260, -0.094695], [0.570175, 3.447414, -0.985173], [1.174610, 3.401383, 1.809742], [1.388347, 1.020852, 1.917586], [-0.752262, 0.559576, -2.540159], [1.947115, -1.243810, -2.641989], [1.686457, 0.671805, -3.099785], [0.782902, -0.614023, -4.007111], [-0.713992, -1.804997, -3.161493], [-1.192825, -1.409595, -0.457840], [-1.966338, 0.696303, 0.190339], [-1.100291, 0.612947, 1.637340], [-3.691317, -0.560849, 1.418687], [-3.252329, -2.801395, 2.164706], [-0.795676, -3.662149, 2.361712], [-1.231558, -3.389524, 0.669249], [0.390850, -1.053374, 2.269822], [0.894426, -2.336541, 1.170541]], "atomic_forces_ev_per_a": [[1.0, 0.7, -1.0], [-0.6, 3.6, 0.0], [-1.5, -1.7, -1.1], [0.1, -0.2, 1.5], [-1.2, -0.3, -0.9], [2.0, 0.8, 1.2], [-3.0, 2.5, 0.4], [-0.8, -3.1, -1.7], [1.0, 0.0, -0.4], [-1.4, 0.3, -0.9], [1.7, -3.1, 3.2], [0.1, 2.1, -2.4], [-0.2, -1.2, -0.5], [-0.2, 4.8, -0.9], [1.6, -1.8, 1.1], [-0.4, -0.6, 0.5], [-1.0, -1.5, 0.0], [0.7, 0.6, 1.2], [0.3, -1.5, -1.1], [0.0, -0.6, -0.5], [2.4, -1.8, 1.3], [-0.9, 2.4, -0.8], [0.5, -0.2, 0.3], [1.5, 0.5, 1.3], [-0.3, -0.1, 0.6], [1.5, 0.1, 1.5], [-1.5, 1.3, -1.9], [0.0, 0.2, 0.2], [0.4, -0.5, 1.1], [-0.3, -0.2, 0.4], [0.4, -0.6, 0.9], [0.1, -0.4, 0.1], [-1.8, -1.3, -1.6], [-0.5, 1.1, -0.9]]}

{"formula": "C25H32N2P2Pt", "method": "wB97M-V/def2-TZVPD", "homo_ha": [-0.4150, -0.5082], "s_squared": 6.075, "largest_force_ha_per_bohr": 0.07175, "lumo_energy_ev": [-5.16, -9.06], "charge": 2, "total_energy_ev": -51231.6769, "spin_multiplicity": 5, "elements": ["C", "C", "C", "C", "C", "C", "C", "C", "C", "C", "C", "C", "C", "H", "H", "H", "H", "H", "H", "H", "N", "Pt", "C", "H", "H", "C", "H", "H", "P", "P", "C", "H", "H", "H", "C", "H", "H", "H", "C", "H", "H", "H", "C", "H", "H", "H", "H", "H", "N", "C", "C", "C", "C", "C", "C", "H", "H", "H", "H", "H", "H", "H"], "coordinates": [[-2.329566, -4.118786, -0.090507], [-1.482417, -3.154225, -0.698945], [-2.146366, -1.987151, -1.167328], [-3.383674, -1.602547, -0.642927], [-4.213729, -2.580476, -0.083454], [-3.674156, -3.837714, 0.220942], [-3.606695, -0.130852, -0.633154], [-3.270507, 0.471707, -1.963811], [-2.057188, 0.027947, -2.495171], [-1.296852, 0.841368, -3.385422], [-2.002977, 1.906147, -4.006039], [-3.321038, 2.228067, -3.633493], [-3.984766, 1.468918, -2.647970], [-1.890186, -5.075128, 0.213498], [-5.232992, -2.318042, 0.193982], [-4.327863, -4.641025, 0.589189], [-4.553529, 0.215746, -0.198687], [-1.480248, 2.538427, -4.730303], [-3.881598, 2.992872, -4.194249], [-4.994745, 1.713705, -2.327142], [-1.372676, -0.954966, -1.749716], [-0.212676, -0.043830, -0.319796], [0.012496, -3.193785, -0.645605], [0.411746, -2.986384, -1.649788], [0.377727, -4.153362, -0.270352], [0.199099, 0.701186, -3.417340], [0.439498, -0.353671, -3.629228], [0.640905, 1.355912, -4.181419], [0.648591, -1.823116, 0.492803], [0.929061, 1.107878, -1.751623], [0.846412, 2.901043, -1.678460], [1.326696, 3.257309, -0.765861], [1.353822, 3.362893, -2.528676], [-0.183541, 3.256361, -1.666565], [2.641866, 0.713052, -2.087419], [2.960157, 1.186119, -3.018977], [3.305842, 1.074463, -1.312411], [2.811703, -0.352902, -2.203080], [0.190337, -2.397759, 2.127942], [0.478282, -3.439095, 2.291641], [0.707788, -1.789188, 2.867690], [-0.879307, -2.312786, 2.303175], [2.411147, -2.097846, 0.408411], [2.905285, -1.663134, 1.271153], [2.623951, -3.173180, 0.432685], [2.873165, -1.701445, -0.485686], [-2.808448, 0.168009, 0.054120], [0.238433, 0.745720, 1.072865], [3.200581, 1.508906, 1.554736], [2.879829, 1.742410, 2.833511], [2.120746, 2.916218, 3.120363], [1.796081, 3.205872, 4.441968], [2.260014, 2.409815, 5.499821], [2.942463, 1.231468, 5.191290], [3.280787, 0.912124, 3.888451], [2.978393, 2.140193, 0.788714], [3.654725, 0.649459, 1.267056], [1.760006, 3.551305, 2.317107], [1.276353, 4.137719, 4.675528], [1.953544, 2.612415, 6.522541], [3.322161, 0.616816, 5.984339], [3.828050, 0.012825, 3.635085]], "atomic_forces_ev_per_a": [[1.0, 0.6, 0.1], [-1.7, -0.6, 0.7], [1.7, 1.3, 0.8], [-1.4, -1.2, -0.4], [0.5, 0.3, 0.5], [-0.2, -0.2, -1.2], [-1.1, -0.1, -0.5], [-1.2, 0.2, -0.9], [1.6, 0.4, 1.3], [-1.4, 1.1, -0.2], [0.9, -0.4, 0.7], [-0.7, -1.1, -0.5], [0.9, 0.4, 0.5], [-0.2, 0.4, -0.1], [0.2, -0.1, 0.1], [0.4, 0.5, 0.1], [0.1, -0.3, -0.3], [-0.2, -0.2, 0.2], [0.5, -0.3, 0.5], [0.2, 0.1, 0.0], [-1.6, -0.9, -1.2], [-1.4, 2.3, 2.6], [0.1, 0.2, -0.2], [0.2, -0.1, 0.3], [0.0, 0.0, -0.2], [-0.3, -0.3, -0.3], [0.3, 0.4, 0.0], [-0.1, -0.2, 0.2], [0.9, -3.4, -0.8], [0.9, 0.2, -2.5], [0.2, 0.5, 0.2], [0.0, 0.0, 0.1], [0.0, -0.1, 0.0], [-0.1, -0.2, 0.0], [0.8, 0.3, -0.4], [0.0, 0.1, 0.0], [0.2, 0.1, 0.3], [-0.2, -0.1, 0.0], [0.0, 0.0, 0.5], [0.1, 0.0, -0.2], [0.0, 0.1, 0.1], [-0.1, 0.1, -0.1], [0.8, -0.7, 0.3], [0.1, 0.1, 0.2], [0.0, 0.1, 0.1], [-0.1, 0.1, -0.2], [0.1, 0.6, 0.2], [-0.5, 0.1, -0.4], [0.1, -0.4, 0.1], [-0.4, 1.1, -1.2], [-0.6, 0.4, 1.4], [0.4, 0.9, -0.9], [-0.9, -0.3, -0.4], [1.1, -0.4, -0.8], [-0.1, -0.7, 1.0], [-0.2, 0.0, 0.5], [0.1, 0.1, 0.2], [0.1, -0.1, 0.1], [0.0, -0.4, -0.2], [0.3, 0.2, -0.1], [-0.1, -0.3, 0.2], [0.1, 0.0, 0.3]]}

{"formula": "C28H22BrCl5N6O2Pt", "method": "wB97M-V/def2-TZVPD", "homo_ha": -0.2687, "largest_force_ha_per_bohr": 0.02071, "lumo_energy_ev": -0.68, "charge": 0, "total_energy_ev": -178329.6133, "spin_multiplicity": 1, "elements": ["Pt", "Cl", "C", "C", "Cl", "C", "Cl", "C", "O", "C", "Cl", "C", "Cl", "Br", "C", "C", "C", "C", "C", "C", "N", "N", "C", "C", "C", "C", "O", "C", "N", "C", "C", "C", "C", "H", "H", "H", "H", "H", "H", "H", "H", "H", "C", "C", "N", "C", "N", "C", "C", "C", "N", "C", "H", "H", "H", "H", "H", "H", "H", "H", "H", "H", "H", "H", "H"], "coordinates": [[0.717909, -0.445099, -1.495559], [6.161057, -0.748294, 3.489002], [4.598935, -0.518702, 2.792160], [4.436318, -0.478535, 1.417589], [5.803047, -0.657186, 0.374439], [3.171794, -0.293299, 0.874922], [3.023295, -0.225365, -0.882139], [1.974347, -0.137047, 1.632793], [0.835999, 0.015982, 1.131365], [2.206475, -0.198628, 3.051999], [0.803996, -0.058544, 4.046202], [3.457665, -0.375021, 3.601142], [3.640308, -0.432969, 5.315069], [0.985384, 4.073814, 4.515113], [-0.217929, 4.427962, 3.104097], [-0.394783, 5.730216, 2.671910], [-1.270248, 5.977026, 1.627057], [-1.937261, 4.938352, 0.991975], [-1.783088, 3.634149, 1.471727], [-0.921967, 3.377554, 2.526872], [-2.818222, 5.404335, -0.058584], [-3.217707, 4.724206, -1.029802], [-2.602384, 3.488436, -1.410353], [-3.452342, 2.495628, -1.843698], [-2.999474, 1.200543, -2.152892], [-1.663909, 0.899085, -2.011677], [-1.147575, -0.303272, -2.248320], [-0.765751, 1.947633, -1.656529], [0.554062, 1.586579, -1.578607], [1.461412, 2.516444, -1.377928], [1.117353, 3.872123, -1.249699], [-0.196111, 4.240351, -1.255488], [-1.196607, 3.256037, -1.421888], [0.138376, 6.541699, 3.147220], [-1.442758, 6.987141, 1.277097], [-2.330375, 2.802780, 1.051431], [-0.782885, 2.363477, 2.877803], [-4.508893, 2.728379, -1.898857], [-3.692066, 0.436009, -2.478980], [2.490807, 2.199753, -1.320594], [1.904753, 4.601872, -1.126595], [-0.473665, 5.281724, -1.138558], [-2.729516, -4.732531, -0.514020], [-2.849852, -3.379552, -1.173391], [-1.581946, -2.680582, -1.068720], [-0.372519, -3.270523, -1.163809], [0.710500, -2.521481, -1.310531], [2.007863, -3.210894, -1.336497], [2.005096, -4.484868, -0.524752], [0.912945, -5.375839, -1.049221], [-0.337050, -4.632719, -1.049953], [-1.549566, -5.439961, -1.141979], [-3.637966, -5.316935, -0.658215], [-2.561131, -4.611380, 0.557997], [-3.608676, -2.766071, -0.689504], [-3.144799, -3.503797, -2.222116], [-1.592738, -1.701344, -1.340190], [2.765086, -2.555863, -0.930603], [2.291725, -3.422462, -2.373826], [1.815801, -4.247511, 0.525280], [2.975784, -4.975954, -0.593039], [0.775586, -6.253905, -0.416268], [1.152935, -5.731126, -2.058591], [-1.346895, -6.380987, -0.631010], [-1.767949, -5.681028, -2.189258]], "atomic_forces_ev_per_a": [[0.1, 0.0, -0.1], [0.0, 0.0, 0.0], [0.0, 0.0, 0.0], [0.0, 0.0, 0.0], [0.0, 0.0, 0.0], [0.0, 0.0, 0.0], [0.0, 0.0, 0.1], [-0.1, -0.1, -0.1], [0.0, 0.1, 0.1], [0.0, 0.0, 0.0], [0.0, 0.0, 0.0], [0.0, 0.0, 0.0], [0.0, 0.0, 0.0], [0.0, 0.0, 0.0], [0.0, -0.1, 0.0], [0.0, 0.0, 0.0], [0.1, 0.1, 0.0], [0.0, 0.1, -0.3], [-0.1, 0.0, 0.0], [0.0, 0.1, -0.1], [-0.7, -0.7, 0.0], [1.0, 0.4, 0.2], [-0.3, -0.1, 0.2], [0.1, 0.1, 0.1], [0.0, 0.1, 0.1], [0.2, -0.1, 0.0], [-0.2, 0.1, 0.1], [0.0, -0.2, -0.1], [0.0, 0.0, 0.1], [-0.1, 0.0, 0.0], [0.0, 0.0, 0.0], [0.0, 0.1, 0.1], [-0.1, 0.2, -0.1], [0.0, 0.0, 0.0], [0.0, 0.0, 0.0], [0.0, 0.0, -0.1], [0.0, 0.0, 0.0], [0.0, 0.0, 0.0], [0.0, 0.0, 0.0], [0.0, 0.0, 0.0], [0.0, 0.0, 0.0], [0.0, -0.1, 0.0], [0.0, 0.0, 0.0], [0.0, 0.0, 0.0], [0.0, 0.0, 0.0], [0.0, 0.0, 0.1], [0.0, -0.1, 0.0], [0.0, 0.0, -0.1], [0.0, 0.0, 0.0], [-0.1, 0.0, 0.0], [0.0, 0.0, 0.0], [0.0, 0.0, 0.0], [0.0, 0.0, 0.0], [0.0, 0.0, 0.0], [0.0, 0.0, 0.0], [0.0, 0.0, 0.0], [0.0, 0.0, 0.0], [0.0, 0.0, 0.0], [0.0, 0.0, 0.0], [0.0, 0.0, 0.0], [0.0, 0.0, 0.0], [0.0, 0.0, 0.0], [0.0, 0.0, 0.0], [0.0, 0.0, 0.0], [0.0, 0.0, 0.0]]}

{"formula": "C5H6", "method": "wB97M-V/def2-TZVPD", "homo_ha": [-0.2812, -0.2981], "largest_force_ha_per_bohr": 0.02567, "lumo_energy_ev": [-0.58, -0.53], "charge": 0, "total_energy_ev": -5276.4054, "spin_multiplicity": 1, "elements": ["C", "C", "C", "C", "C", "H", "H", "H", "H", "H", "H"], "coordinates": [[2.268898, -0.132925, -0.401284], [0.991156, 0.167708, -0.163514], [0.023566, 1.146015, -0.018865], [-0.376674, -0.790378, 0.062087], [-1.141602, 0.412889, 0.555447], [2.523465, -1.073756, -0.884065], [-0.089454, 1.955542, -0.732893], [-0.732840, -1.194645, -0.889460], [-0.114891, -1.560698, 0.774574], [-2.095708, 0.596385, 0.062471], [-1.255916, 0.473862, 1.635500]], "atomic_forces_ev_per_a": [[-0.9, 0.2, 0.4], [0.2, -1.1, -0.2], [-0.4, 1.1, -0.6], [0.9, -0.7, 0.0], [0.0, 0.1, -0.1], [0.0, 0.1, -0.2], [0.1, 0.4, 0.2], [0.2, 0.2, 0.2], [-0.2, -0.2, 0.1], [0.0, 0.0, 0.0], [0.0, 0.0, 0.0]]}